Record 1
16
Properties=species:S:1:pos:R:3:mulliken_charge:R:1 method="wB97M-V/def2-TZVPD" total_energy_ev=-10230.8622 charge=0
C 1.072 1.844 0.848 -0.644
C -1.088 0.202 -1.607 -0.271
C -1.532 -0.786 -0.771 -0.483
C -0.496 -0.835 0.455 0.567
H 0.909 2.418 -0.097 0.303
H 0.047 1.933 1.343 0.232
H 1.649 2.690 1.593 0.282
H 2.561 -0.104 0.691 0.282
H 0.786 0.489 -2.067 0.264
H -1.771 0.521 -2.407 0.368
H -2.524 -1.461 -1.021 0.216
H -1.094 -2.508 1.541 0.228
N 1.336 0.341 0.761 -0.555
N 0.551 -0.264 -0.108 0.279
N 0.260 0.679 -1.150 -0.348
N -0.475 -1.688 1.479 -0.719

---

Record 2
16
Properties=species:S:1:pos:R:3:mulliken_charge:R:1 method="wB97M-V/def2-TZVPD" total_energy_ev=-10234.5394 charge=0
H 1.221 1.838 0.445 0.329
N 2.320 1.535 -0.017 -0.626
C 2.669 0.316 -0.108 0.130
N 2.050 -0.892 0.183 -0.193
C 0.697 -1.088 0.066 -0.196
N -0.074 -0.062 0.013 -0.055
N -1.323 -0.464 -0.211 -0.612
C -2.192 0.544 -0.027 0.132
C -3.619 0.142 0.035 -0.972
H 3.774 0.059 -0.466 0.226
H 2.566 -1.858 -0.122 0.321
H 0.169 -2.075 0.162 0.344
H -1.796 1.567 0.295 0.287
H -4.286 0.512 -0.689 0.293
H -4.172 0.547 0.874 0.264
H -3.622 -0.890 -0.078 0.328

---

For the records above, the corresponding E_HOMO values read -8.31 -8.52 eV.
For the records above, the corresponding relative energy (zero: lowest compared OMol25 entry of this formula, charge and spin) values read 170.2 85.4 kcal per mole.
For the records above, the corresponding E_LUMO values read 0.87 0.65 eV.